Record 1
The following is a quantum chemistry calculation of a structure of composition C32H52ClHfO3PS at a distorted geometry, from the Open Molecules 2025 dataset.

Structure (XYZ):
```
91
C32H52ClHfO3PS (the ωB97M-V functional and the def2-TZVPD basis)
Hf 0.094 -0.232 0.742
Cl 1.107 -0.676 2.801
P 0.190 0.371 -1.533
C -1.604 0.427 0.880
H -2.534 -0.150 0.847
H -1.727 1.495 1.099
C 2.014 0.618 -1.789
C -0.645 2.018 -1.774
C 2.557 0.728 -3.222
H 2.168 1.575 -1.270
C 4.053 1.078 -3.196
H 2.427 -0.231 -3.741
H 2.006 1.480 -3.793
C 4.854 0.040 -2.400
H 4.433 1.149 -4.222
H 4.180 2.068 -2.737
C 4.300 -0.110 -0.977
H 4.798 -0.930 -2.915
H 5.913 0.321 -2.366
C 2.803 -0.444 -0.996
H 4.845 -0.887 -0.430
H 4.439 0.829 -0.425
H 2.647 -1.436 -1.441
H 2.445 -0.491 0.046
C -0.497 -0.724 -2.885
C -2.165 1.876 -1.966
H -0.480 2.458 -0.782
C -2.842 3.248 -1.837
H -2.398 1.455 -2.952
H -2.573 1.184 -1.218
C -2.245 4.249 -2.835
H -3.923 3.147 -1.995
H -2.698 3.622 -0.815
C -0.727 4.369 -2.653
H -2.464 3.912 -3.859
H -2.719 5.230 -2.716
C -0.031 3.004 -2.783
H -0.308 5.067 -3.387
H -0.512 4.780 -1.658
H -0.134 2.640 -3.812
H 1.039 3.122 -2.583
C 0.192 -2.098 -2.985
H -1.533 -0.892 -2.552
C -0.559 -3.024 -3.952
H 1.221 -1.959 -3.340
H 0.253 -2.575 -2.006
C -0.690 -2.398 -5.344
H -0.042 -3.990 -4.012
H -1.560 -3.224 -3.546
C -1.337 -1.012 -5.256
H 0.309 -2.300 -5.792
H -1.272 -3.051 -6.004
C -0.567 -0.094 -4.293
H -1.383 -0.546 -6.247
H -2.373 -1.113 -4.903
H 0.447 0.058 -4.676
H -1.047 0.885 -4.261
C 0.188 -2.665 0.491
C -1.124 -2.293 0.277
H 0.905 -2.571 -0.321
C -2.211 -2.685 1.245
H -1.443 -1.998 -0.718
C -1.652 -3.061 2.620
H -2.960 -1.890 1.334
H -2.748 -3.544 0.811
C -0.545 -4.108 2.458
H -1.241 -2.167 3.101
H -2.457 -3.447 3.255
C 0.626 -3.563 1.622
H -0.174 -4.431 3.437
H -0.968 -4.995 1.967
H 1.333 -3.029 2.263
H 1.180 -4.395 1.165
C 0.637 1.437 9.333
C 0.201 1.191 7.919
C -0.198 -0.095 7.523
C -0.646 -0.326 6.217
C -0.695 0.728 5.295
C -0.279 2.008 5.684
C 0.168 2.240 6.987
S -1.409 0.500 3.660
O -2.689 -0.237 4.085
O -2.163 1.764 3.220
O -0.976 -0.622 2.272
H -0.194 1.182 10.025
H 1.517 0.806 9.573
H 0.907 2.502 9.498
H -0.183 -0.913 8.232
H -0.981 -1.315 5.933
H -0.329 2.834 4.986
H 0.466 3.241 7.273
```

Output
LUMO level (alpha / beta) ... -0.74 / -0.45 eV
HOMO level (alpha / beta) ... -5.3065 / -5.3201 eV
Orbital gap (alpha / beta) ... 4.57 / 4.87 eV
E ... -2723.61971 Eh

Record 2
The following is a quantum chemistry calculation of a structure of composition C32H52ClLuO3PS at a distorted geometry, from the Open Molecules 2025 dataset.

Structure (XYZ):
```
91
C32H52ClLuO3PS (the ωB97M-V functional and the def2-TZVPD basis)
Lu 1.012 -0.584 0.851
Cl 2.347 -0.618 2.850
P 0.288 0.416 -1.672
C -2.210 0.145 0.831
H -2.735 -0.707 0.405
H -2.692 1.110 1.014
C 2.139 0.742 -1.824
C -0.613 2.042 -1.785
C 2.572 0.677 -3.288
H 2.262 1.788 -1.485
C 4.060 1.015 -3.418
H 2.379 -0.321 -3.708
H 1.990 1.390 -3.893
C 4.932 0.054 -2.608
H 4.349 0.988 -4.475
H 4.211 2.046 -3.069
C 4.511 -0.072 -1.140
H 4.914 -0.936 -3.084
H 5.974 0.391 -2.648
C 2.985 -0.152 -0.864
H 4.991 -0.955 -0.701
H 4.908 0.790 -0.586
H 2.656 -1.216 -0.921
H 2.895 0.214 0.203
C -0.406 -0.637 -3.042
C -2.110 1.881 -2.102
H -0.530 2.427 -0.749
C -2.824 3.235 -2.007
H -2.233 1.479 -3.117
H -2.569 1.159 -1.413
C -2.168 4.322 -2.872
H -3.873 3.112 -2.303
H -2.816 3.559 -0.956
C -0.644 4.398 -2.711
H -2.412 4.141 -3.928
H -2.603 5.296 -2.618
C 0.053 3.031 -2.745
H -0.219 5.030 -3.501
H -0.409 4.876 -1.751
H 0.009 2.630 -3.770
H 1.117 3.162 -2.504
C 0.268 -2.016 -3.109
H -1.451 -0.793 -2.709
C -0.469 -2.949 -4.077
H 1.320 -1.912 -3.413
H 0.271 -2.494 -2.123
C -0.684 -2.318 -5.460
H 0.098 -3.883 -4.179
H -1.445 -3.207 -3.642
C -1.241 -0.891 -5.394
H 0.272 -2.310 -6.000
H -1.366 -2.947 -6.043
C -0.458 0.011 -4.429
H -1.233 -0.439 -6.394
H -2.287 -0.928 -5.056
H 0.562 0.159 -4.809
H -0.932 1.000 -4.395
C -0.145 -2.890 0.499
C -1.527 -2.776 0.314
H 0.522 -2.834 -0.378
C -2.503 -3.164 1.358
H -1.932 -2.445 -0.650
C -1.851 -3.427 2.736
H -3.260 -2.378 1.496
H -3.058 -4.071 1.052
C -0.577 -4.266 2.617
H -1.605 -2.460 3.202
H -2.571 -3.911 3.417
C 0.463 -3.594 1.688
H -0.140 -4.411 3.617
H -0.825 -5.261 2.213
H 1.070 -2.892 2.301
H 1.177 -4.359 1.337
C 0.887 1.556 9.508
C 0.155 1.364 8.212
C -0.451 0.137 7.927
C -1.064 -0.085 6.689
C -1.058 0.927 5.734
C -0.532 2.181 6.032
C 0.082 2.394 7.267
S -1.581 0.597 3.997
O -2.323 -0.662 4.058
O -2.323 1.776 3.568
O -0.949 0.068 1.022
H 0.213 1.426 10.363
H 1.697 0.824 9.618
H 1.324 2.557 9.555
H -0.425 -0.658 8.676
H -1.540 -1.042 6.484
H -0.593 2.991 5.306
H 0.530 3.362 7.501
```

Output
LUMO level (alpha / beta) ... 2.04 / 2.06 eV
Total charge ... -1
Energy relative to the best compared isomer or geometry (same formula, charge and spin) ... 77.8 kcal per mole
HOMO level (alpha / beta) ... -2.2191 / -1.6051 eV
Orbital gap (alpha / beta) ... 4.26 / 3.67 eV
E ... -3911.49063 Eh

Record 3
The following is a quantum chemistry calculation of a structure of composition C32H52N4O2PSTbTe at a distorted geometry, from the Open Molecules 2025 dataset.

Structure (XYZ):
```
94
C32H52N4O2PSTbTe (the ωB97M-V functional and the def2-TZVPD basis)
Tb 12.609 9.442 11.966
C 13.523 12.216 10.402
C 14.705 11.192 10.520
N 14.846 10.462 11.856
C 15.326 11.294 13.047
C 14.290 12.361 13.467
S 12.545 11.902 13.646
C 11.602 13.097 12.605
C 11.168 12.389 11.326
N 12.184 11.589 10.629
H 13.629 13.156 10.987
H 13.553 12.516 9.339
H 14.499 10.401 9.774
H 15.658 11.641 10.254
H 15.517 9.654 11.698
H 15.544 10.694 13.918
H 16.237 11.844 12.780
H 14.623 12.733 14.479
H 14.485 13.130 12.698
H 10.671 13.364 13.205
H 12.223 13.927 12.373
H 10.312 11.717 11.493
H 10.880 13.192 10.623
H 11.787 11.341 9.698
C 13.344 8.657 15.684
C 12.881 8.127 14.329
C 11.458 8.033 14.098
C 10.435 8.577 15.094
C 10.879 7.362 12.918
C 9.368 7.386 12.653
C 11.810 6.599 12.117
C 11.212 5.587 11.199
C 13.205 6.762 12.299
C 14.201 6.270 11.282
C 13.726 7.322 13.506
C 15.108 7.034 13.990
H 12.770 9.524 16.013
H 14.400 8.964 15.659
H 13.220 7.835 16.393
H 9.641 7.797 15.263
H 9.863 9.435 14.664
H 10.838 8.950 16.051
H 8.841 6.650 13.231
H 9.117 7.220 11.612
H 8.954 8.371 12.919
H 11.940 4.782 10.903
H 10.846 6.056 10.300
H 10.401 5.048 11.662
H 13.975 6.836 10.341
H 14.076 5.216 11.060
H 15.212 6.485 11.590
H 15.100 6.936 15.088
H 15.872 7.759 13.639
H 15.382 6.054 13.617
Te 7.447 10.754 11.843
C 5.930 11.273 13.268
C 5.121 10.183 13.686
C 4.238 10.331 14.767
C 4.201 11.525 15.471
C 5.022 12.543 15.051
C 5.815 12.522 13.898
C 6.365 11.428 10.080
C 5.923 12.740 9.875
C 5.379 13.061 8.653
C 5.331 12.195 7.578
C 5.790 10.921 7.783
C 6.341 10.501 8.990
H 5.357 9.231 13.196
H 3.616 9.505 15.106
H 3.686 11.597 16.407
H 5.048 13.431 15.639
H 6.331 13.401 13.496
H 5.999 13.542 10.680
H 4.860 14.006 8.534
H 5.035 12.429 6.561
H 5.635 10.166 6.988
H 6.626 9.474 9.190
N 9.783 8.686 7.080
C 10.952 7.890 7.556
P 12.210 8.953 8.280
O 11.870 10.359 7.819
O 12.222 8.751 9.845
C 13.804 8.589 7.520
N 14.007 9.408 6.299
H 9.100 8.929 7.877
H 9.301 8.265 6.287
H 10.193 9.596 6.745
H 11.339 7.322 6.673
H 10.528 7.144 8.238
H 13.928 7.524 7.215
H 14.633 8.820 8.210
H 13.634 10.334 6.504
H 13.535 9.018 5.454
H 15.019 9.500 6.163
```

Output
LUMO level (alpha / beta) ... -12.21 / -10.73 eV
Total charge ... +4
Energy relative to the best compared isomer or geometry (same formula, charge and spin) ... 49.8 kcal per mole
HOMO level (alpha / beta) ... -16.0943 / -16.0946 eV
⟨S²⟩ ... 12.621
2S+1 ... 7
Orbital gap (alpha / beta) ... 3.89 / 5.36 eV
E ... -3450.69450 Eh

Record 4
The following is a quantum chemistry calculation of a structure of composition C32H52NO28PS at a distorted geometry, from the Open Molecules 2025 dataset.

Structure (XYZ):
```
115
C32H52NO28PS (the ωB97M-V functional and the def2-TZVPD basis)
C 2.234 -1.821 3.497
C 1.588 -0.738 4.349
C 0.509 0.081 3.576
C 1.172 0.631 2.310
C -0.631 -0.879 3.337
O -1.298 -0.990 4.643
S -2.491 -2.032 4.404
O -1.982 -3.356 4.445
O -3.495 -1.767 5.354
O -2.821 -1.570 2.907
C -1.845 -0.555 2.459
C -2.444 0.870 2.470
C -3.822 1.038 3.116
C -5.001 0.515 2.283
C -6.176 0.107 3.183
O -5.882 -1.078 3.880
C -6.288 -2.235 3.199
P -1.637 -0.973 0.664
N -0.706 0.015 -0.065
O -3.085 -0.944 -0.001
O -1.216 -2.523 0.619
H 2.975 -2.337 4.100
H 1.528 -2.576 3.174
H 2.760 -1.426 2.637
H 1.087 -1.233 5.178
H 2.345 -0.068 4.736
H 0.242 0.921 4.207
H 2.166 0.983 2.564
H 1.304 -0.132 1.561
H 0.612 1.467 1.916
H -0.357 -1.911 3.131
H -2.485 1.265 1.460
H -1.762 1.516 3.017
H -3.971 2.111 3.202
H -3.886 0.639 4.123
H -5.397 1.267 1.607
H -4.741 -0.375 1.733
H -7.072 -0.008 2.574
H -6.326 0.896 3.915
H -5.751 -3.079 3.620
H -6.058 -2.211 2.133
H -7.346 -2.430 3.370
H 0.076 -0.503 -0.465
H -3.551 -1.779 0.179
H -0.290 -2.630 0.884
C -0.517 -1.202 -4.243
C 0.536 -0.293 -4.839
O 1.250 0.149 -3.676
C 1.069 -0.769 -2.706
O 1.659 -0.785 -1.670
O 0.127 -1.671 -3.054
H -0.778 -2.034 -4.892
H -1.426 -0.667 -3.964
H 1.226 -0.827 -5.492
H 0.113 0.549 -5.380
C -1.076 5.879 0.911
C -0.217 4.641 0.760
O -0.119 4.176 2.112
C -1.173 4.647 2.800
O -1.468 4.306 3.900
O -1.861 5.565 2.073
H -1.718 6.060 0.053
H -0.492 6.778 1.115
H -0.696 3.868 0.157
H 0.768 4.848 0.353
C -3.963 8.051 4.757
C -4.080 7.358 3.418
O -4.580 8.403 2.573
C -4.234 9.592 3.126
O -4.350 10.644 2.591
O -3.734 9.413 4.375
H -3.141 7.676 5.360
H -4.885 8.000 5.340
H -3.119 7.023 3.035
H -4.766 6.515 3.437
C 2.574 2.286 7.878
C 3.698 3.298 7.916
O 4.250 3.189 6.603
C 3.292 2.697 5.782
O 3.381 2.641 4.602
O 2.212 2.275 6.492
H 1.724 2.573 8.492
H 2.899 1.284 8.164
H 3.337 4.317 8.064
H 4.449 3.074 8.668
C 3.482 -3.932 -4.123
C 4.890 -3.704 -4.623
O 4.660 -3.201 -5.950
C 3.423 -2.665 -5.984
O 2.993 -2.018 -6.890
O 2.733 -2.955 -4.866
H 3.380 -3.768 -3.054
H 3.108 -4.922 -4.368
H 5.425 -2.946 -4.048
H 5.485 -4.613 -4.651
C 4.738 -2.089 -9.504
C 5.795 -1.010 -9.561
O 6.281 -1.124 -10.903
C 5.309 -1.699 -11.656
O 5.334 -1.782 -12.839
O 4.307 -2.164 -10.871
H 3.912 -1.839 -8.847
H 5.147 -3.057 -9.209
H 5.380 -0.010 -9.420
H 6.600 -1.163 -8.847
C 0.226 -7.753 -6.255
C 1.287 -6.850 -6.847
O 1.986 -6.397 -5.679
C 1.791 -7.311 -4.693
O 2.374 -7.307 -3.659
O 0.852 -8.214 -5.052
H -0.030 -8.589 -6.898
H -0.685 -7.213 -5.992
H 1.986 -7.387 -7.489
H 0.874 -6.009 -7.397
```

Output
LUMO level ... 0.05 eV
HOMO level ... -9.0769 eV
Orbital gap ... 9.13 eV
E ... -4151.65318 Eh

Record 5
The following is a quantum chemistry calculation of a structure of composition C32H53F4GeN2O3SbSeTi at a distorted geometry, from the Open Molecules 2025 dataset.

Structure (XYZ):
```
98
C32H53F4GeN2O3SbSeTi (the ωB97M-V functional and the def2-TZVPD basis)
Ti 0.212 1.648 0.732
C -0.610 4.865 -0.733
C 0.905 4.699 -0.746
N 1.448 3.690 0.185
C 1.870 4.317 1.451
C 0.735 4.573 2.434
C 2.629 3.072 -0.442
C 3.187 1.924 0.416
N 2.095 1.364 1.178
C 2.348 0.807 2.361
C 1.303 0.712 3.317
F 0.073 1.255 2.945
C 1.453 0.170 4.570
F 0.397 0.130 5.408
C 2.681 -0.321 4.992
C 3.736 -0.237 4.095
F 4.943 -0.703 4.468
C 3.595 0.302 2.834
F 4.679 0.301 2.012
H -0.892 5.636 -1.448
H -0.977 5.160 0.245
H -1.096 3.931 -1.021
H 1.371 5.675 -0.538
H 1.193 4.415 -1.763
H 2.404 5.259 1.235
H 2.574 3.645 1.948
H 0.069 5.361 2.090
H 1.156 4.874 3.393
H 0.159 3.653 2.578
H 3.421 3.821 -0.617
H 2.327 2.677 -1.419
H 3.967 2.312 1.086
H 3.668 1.178 -0.235
H 2.813 -0.747 5.968
C -5.757 -3.150 0.553
O -4.379 -2.872 0.503
C -3.975 -1.571 0.640
C -4.839 -0.480 0.765
C -4.325 0.786 0.907
C -2.941 1.052 0.922
C -2.446 2.370 1.096
C -3.377 3.502 1.467
O -1.205 2.683 0.916
C -2.052 -0.071 0.762
O -0.748 0.065 0.706
C -2.605 -1.348 0.643
H -5.845 -4.233 0.494
H -6.290 -2.703 -0.292
H -6.205 -2.804 1.491
H -5.908 -0.614 0.750
H -5.019 1.608 0.994
H -4.022 3.216 2.295
H -4.003 3.792 0.622
H -2.785 4.363 1.768
H -1.935 -2.186 0.537
C -0.908 2.740 -4.208
C 0.300 1.850 -3.989
Sb 0.222 0.861 -2.015
C 2.075 -0.299 -2.318
C 2.229 -1.067 -3.618
C -1.298 -0.668 -2.455
C -1.399 -1.164 -3.889
H -0.873 3.198 -5.196
H -0.940 3.536 -3.465
H -1.828 2.164 -4.132
H 1.217 2.438 -4.027
H 0.359 1.093 -4.765
H 2.134 -0.985 -1.469
H 2.891 0.423 -2.226
H 1.543 -1.908 -3.660
H 3.243 -1.458 -3.689
H 2.057 -0.422 -4.477
H -2.252 -0.239 -2.136
H -1.066 -1.489 -1.773
H -1.621 -0.348 -4.572
H -2.205 -1.894 -3.962
H -0.480 -1.644 -4.213
C 0.401 -4.558 -2.150
Ge 0.989 -5.077 -0.328
C 2.124 -6.705 -0.471
C -0.592 -5.537 0.778
C 2.047 -3.560 0.430
Se 0.927 -1.935 0.661
C 0.331 -2.376 2.444
H -0.342 -5.257 -2.523
H 1.244 -4.559 -2.835
H -0.036 -3.565 -2.141
H 1.540 -7.519 -0.890
H 2.492 -7.016 0.501
H 2.977 -6.532 -1.119
H -1.106 -6.383 0.328
H -1.299 -4.716 0.841
H -0.295 -5.821 1.783
H 2.845 -3.298 -0.264
H 2.504 -3.789 1.390
H -0.096 -3.375 2.455
H -0.418 -1.643 2.731
H 1.190 -2.320 3.112
```

Output
LUMO level (alpha / beta) ... 0.53 / 0.53 eV
HOMO level (alpha / beta) ... -5.2818 / -5.2761 eV
Orbital gap (alpha / beta) ... 5.81 / 5.81 eV
E ... -7553.84136 Eh